[1]
# C33H36AsBF4IrN6O7

C33H36AsBF4IrN6O7 as an isolated structure in a non-equilibrium geometry (ωB97M-V/def2-TZVPD, the OMol25 dataset).

Positions of all 89 atoms, in Å:
1 Ir 0.136 -0.242 -0.716
2 N 1.991 -7.328 6.242
3 C 1.741 -6.463 5.519
4 C 1.419 -5.423 4.646
5 C 1.497 -4.082 5.063
6 C 1.167 -3.068 4.204
7 C 0.740 -3.332 2.888
8 C 0.637 -4.681 2.494
9 C 0.972 -5.702 3.341
10 C 0.411 -2.282 1.961
11 C -0.732 -2.459 1.122
12 C -1.820 -3.312 1.359
13 C -2.763 -3.060 0.364
14 C -2.225 -2.081 -0.454
15 N -1.005 -1.717 -0.003
16 C 1.159 -1.083 1.945
17 C 2.322 -0.754 2.681
18 C 2.618 0.569 2.395
19 C 1.659 0.997 1.478
20 N 0.794 0.010 1.192
21 H 1.806 -3.863 6.076
22 H 1.190 -2.045 4.547
23 H 0.322 -4.890 1.483
24 H 0.921 -6.731 3.011
25 H -1.929 -3.982 2.192
26 H -3.725 -3.524 0.255
27 H -2.658 -1.601 -1.311
28 H 2.902 -1.422 3.289
29 H 3.420 1.159 2.803
30 H 1.549 1.967 1.026
31 O 3.762 -0.839 -2.885
32 C 3.010 -0.194 -2.162
33 O 2.384 -0.647 -1.163
34 C 2.913 1.316 -2.419
35 C 3.880 1.874 -3.203
36 C 3.996 3.270 -3.335
37 C 3.174 4.092 -2.577
38 C 2.181 3.553 -1.776
39 C 1.909 2.127 -1.774
40 O 0.865 1.696 -1.242
41 N 1.421 4.429 -0.969
42 O 1.556 5.640 -1.151
43 O 0.688 3.985 -0.086
44 N 4.988 3.829 -4.156
45 O 5.718 3.081 -4.805
46 O 5.097 5.056 -4.194
47 H 4.583 1.226 -3.706
48 H 3.316 5.162 -2.599
49 F -3.948 0.615 -3.191
50 B -2.825 1.418 -3.068
51 F -1.954 1.165 -4.098
52 F -3.209 2.745 -3.091
53 F -2.235 1.134 -1.806
54 C -0.494 2.222 3.584
55 C -1.181 3.041 2.505
56 As -1.568 2.016 0.815
57 C -2.666 0.530 1.577
58 C -3.759 0.885 2.572
59 C -3.027 3.125 0.031
60 C -3.658 4.218 0.882
61 H -0.299 2.833 4.469
62 H 0.454 1.836 3.215
63 H -1.109 1.372 3.880
64 H -0.556 3.884 2.209
65 H -2.123 3.440 2.887
66 H -1.976 -0.181 2.037
67 H -3.100 0.044 0.703
68 H -3.333 1.312 3.480
69 H -4.315 -0.013 2.854
70 H -4.473 1.592 2.153
71 H -3.782 2.404 -0.288
72 H -2.618 3.561 -0.879
73 H -4.115 3.828 1.796
74 H -4.449 4.706 0.310
75 H -2.918 4.968 1.158
76 C 0.678 -0.997 -4.670
77 C -0.084 -1.661 -3.497
78 C -1.505 -2.040 -3.976
79 C 0.694 -2.925 -3.056
80 N -0.196 -0.751 -2.466
81 H 0.702 -1.672 -5.524
82 H 1.694 -0.780 -4.355
83 H 0.182 -0.072 -4.950
84 H -1.463 -2.610 -4.902
85 H -2.063 -1.123 -4.136
86 H -2.004 -2.624 -3.209
87 H 0.694 -3.662 -3.858
88 H 0.232 -3.361 -2.174
89 H 1.718 -2.657 -2.812

Its frontier orbital gap (alpha / beta) is 4.55 / 4.12 eV. The value obtained for the HOMO energy (alpha / beta) is -2.149 / -1.775 eV. The total charge is -2. As for the spin multiplicity: 2. The max |F| is 0.0784 Eh/bohr. The expectation value of S² is 0.8776.

=====

[2]
# C33H36BN14O2S4W

C33H36BN14O2S4W as an isolated structure in a non-equilibrium geometry (ωB97M-V/def2-TZVPD, the OMol25 dataset).

Positions of all 91 atoms, in Å:
1 W 0.935 -0.793 0.213
2 C 2.330 -4.130 -4.928
3 S 3.449 -3.457 -3.671
4 C 2.368 -3.071 -2.337
5 S 0.675 -3.172 -2.510
6 N 2.984 -2.758 -1.242
7 N 2.348 -2.292 -0.144
8 C 2.847 -2.794 1.003
9 C 2.059 -2.663 2.161
10 C 2.359 -3.304 3.383
11 C 1.445 -3.270 4.403
12 C 0.212 -2.628 4.192
13 C -0.020 -2.003 2.991
14 N 0.880 -1.969 1.990
15 H 2.951 -4.687 -5.625
16 H 1.822 -3.320 -5.445
17 H 1.609 -4.789 -4.454
18 H 3.719 -3.434 0.961
19 H 3.294 -3.831 3.479
20 H 1.647 -3.752 5.345
21 H -0.548 -2.649 4.954
22 H -0.969 -1.512 2.789
23 C 0.201 1.344 3.048
24 C -0.814 1.264 1.965
25 C -1.983 2.013 1.849
26 C -2.544 1.625 0.649
27 N -1.758 0.696 0.095
28 N -0.691 0.459 0.895
29 B -2.010 -0.159 -1.173
30 N -0.865 0.055 -2.169
31 C -0.814 0.507 -3.431
32 C 0.494 0.498 -3.856
33 C 1.233 0.051 -2.762
34 C 2.717 0.039 -2.650
35 N 0.394 -0.255 -1.756
36 N -1.893 -1.644 -0.708
37 C -2.794 -2.608 -0.914
38 C -2.293 -3.791 -0.421
39 C -1.035 -3.480 0.085
40 C -0.094 -4.473 0.661
41 N -0.794 -2.157 -0.094
42 N -3.422 0.050 -1.638
43 C -4.035 0.042 -2.853
44 C -5.386 -0.044 -2.654
45 C -5.552 -0.098 -1.250
46 C -6.819 -0.244 -0.499
47 N -4.370 -0.043 -0.673
48 H -0.279 1.380 4.023
49 H 0.783 2.260 2.942
50 H 0.882 0.495 3.024
51 H -2.365 2.725 2.552
52 H -3.455 1.936 0.180
53 H -1.684 0.834 -3.957
54 H 0.886 0.812 -4.800
55 H 3.079 1.070 -2.600
56 H 3.157 -0.414 -3.537
57 H 3.074 -0.489 -1.754
58 H -3.724 -2.425 -1.407
59 H -2.763 -4.751 -0.431
60 H -0.354 -5.458 0.280
61 H -0.171 -4.509 1.748
62 H 0.934 -4.255 0.379
63 H -3.491 0.082 -3.771
64 H -6.160 -0.049 -3.390
65 H -7.651 0.144 -1.081
66 H -6.765 0.272 0.455
67 H -7.010 -1.300 -0.305
68 N -0.228 7.261 2.231
69 C 0.236 6.213 1.524
70 C -0.662 5.279 0.967
71 C -0.186 4.217 0.238
72 C 1.180 4.046 0.066
73 C 2.084 4.957 0.593
74 C 1.620 6.029 1.322
75 S 1.671 2.743 -1.024
76 O 3.014 2.933 -1.484
77 O 0.611 2.559 -1.965
78 N 1.680 1.312 -0.115
79 C 2.687 1.142 0.741
80 S 4.028 2.165 1.091
81 C 4.489 1.038 2.337
82 C 3.649 -0.015 2.386
83 N 2.617 0.031 1.474
84 H -1.217 7.445 2.283
85 H 0.400 7.983 2.541
86 H -1.725 5.424 1.086
87 H -0.853 3.522 -0.244
88 H 3.138 4.834 0.404
89 H 2.311 6.757 1.719
90 H 5.347 1.226 2.948
91 H 3.718 -0.833 3.080

Its frontier orbital gap (alpha / beta) is 4.24 / 4.23 eV. The value obtained for the energy above the lowest of the compared OMol25 structures with the same formula, charge and spin is 0.0 kJ/mol. The value obtained for the HOMO energy (alpha / beta) is -12.754 / -12.611 eV. The total charge is +2. As for the spin multiplicity: 2. The max |F| is 0.0517 Eh/bohr. The expectation value of S² is 0.7959.

=====

[3]
# C33H36BiClF3I2N3O2PS

C33H36BiClF3I2N3O2PS as an isolated structure (ωB97M-V/def2-TZVPD, the OMol25 dataset).

Positions of all 83 atoms, in Å:
1 Bi -0.972 0.787 -0.275
2 C -1.063 -2.583 -2.829
3 C -1.045 -3.714 -1.840
4 C -1.324 -5.001 -2.303
5 C -1.301 -6.095 -1.462
6 C -0.979 -5.928 -0.120
7 C -0.705 -4.664 0.360
8 C -0.742 -3.549 -0.488
9 P -0.555 -1.916 0.331
10 C 0.898 -2.120 1.414
11 C 1.908 -2.949 0.910
12 C 3.104 -3.116 1.582
13 C 3.315 -2.438 2.774
14 C 2.339 -1.586 3.258
15 C 1.127 -1.394 2.593
16 C 0.156 -0.410 3.192
17 C -2.090 -1.819 1.302
18 C -2.273 -2.517 2.495
19 C -3.469 -2.421 3.180
20 C -4.486 -1.615 2.681
21 C -4.312 -0.922 1.497
22 C -3.122 -1.024 0.776
23 C -2.946 -0.280 -0.516
24 H -0.609 -2.893 -3.770
25 H -0.511 -1.724 -2.459
26 H -2.084 -2.269 -3.056
27 H -1.557 -5.136 -3.353
28 H -1.525 -7.081 -1.848
29 H -0.940 -6.777 0.549
30 H -0.448 -4.541 1.404
31 H 1.748 -3.485 -0.017
32 H 3.863 -3.776 1.183
33 H 4.243 -2.560 3.316
34 H 2.512 -1.039 4.177
35 H 0.695 0.419 3.652
36 H -0.447 -0.880 3.973
37 H -0.542 0.005 2.470
38 H -1.473 -3.128 2.895
39 H -3.607 -2.958 4.109
40 H -5.418 -1.524 3.224
41 H -5.105 -0.291 1.116
42 H -3.735 0.447 -0.688
43 H -2.885 -0.947 -1.376
44 C 0.525 5.380 -1.938
45 C -0.138 4.765 -3.166
46 N -0.449 3.348 -2.989
47 C 0.422 2.361 -3.040
48 S -0.083 0.705 -2.736
49 N 1.674 2.605 -3.403
50 C 2.797 1.667 -3.438
51 C 3.968 2.219 -2.641
52 H 0.674 6.448 -2.094
53 H 1.496 4.929 -1.725
54 H -0.110 5.250 -1.061
55 H 0.475 4.892 -4.062
56 H -1.086 5.260 -3.367
57 H -1.368 3.136 -2.606
58 H 1.898 3.553 -3.666
59 H 3.079 1.495 -4.478
60 H 2.452 0.724 -3.022
61 H 4.283 3.192 -3.023
62 H 4.820 1.544 -2.721
63 H 3.705 2.323 -1.588
64 F -5.042 3.612 0.406
65 C -3.877 4.235 0.181
66 F -3.980 4.912 -0.969
67 F -3.669 5.109 1.162
68 C -2.745 3.181 0.111
69 O -2.158 2.884 1.156
70 O -2.534 2.670 -1.024
71 I -2.840 2.083 3.838
72 I -3.183 0.792 6.146
73 Cl 3.267 3.055 3.258
74 C 3.271 1.937 1.946
75 C 4.406 1.209 1.632
76 C 4.334 0.307 0.583
77 C 3.139 0.175 -0.105
78 N 2.051 0.884 0.192
79 C 2.117 1.748 1.201
80 H 5.315 1.340 2.203
81 H 5.192 -0.293 0.312
82 H 3.041 -0.533 -0.921
83 H 1.219 2.311 1.441

Its frontier orbital gap is 7.78 eV. The value obtained for the energy above the lowest of the compared OMol25 structures with the same formula, charge and spin is 49.1 kJ/mol. The value obtained for the HOMO energy is -10.757 eV. The total charge is +1. As for the spin multiplicity: 1. The max |F| is 0.0112 Eh/bohr.